No. 1
Molecular formula: C33H49BrCuNP3
Method: DFT, wB97M-V/def2-TZVPD

Calculated values
**⟨S²⟩**: 0.759
**Strongest force on any atom**: 2.6 eV Å⁻¹
**Frontier orbital gap (spin up / spin down)**: 6.32 / 5.95 eV
**ΔE to the lowest compared entry with this formula, charge and spin**: 0.0 kcal/mol
**HOMO (spin up / spin down)**: -12.3 / -12.3 eV

ORCA input file:
```
! wB97M-V def2-TZVPD RIJCOSX def2/J DEFGRID3
* xyz 2 2
C -4.1071 0.0841 -7.0110
C -3.4234 1.0733 -6.2913
C -3.3673 2.3696 -6.8039
C -4.0144 2.6533 -8.0119
N -4.6673 1.6921 -8.6566
C -4.7346 0.4380 -8.2155
C -2.7600 0.7940 -5.0555
C -2.0960 0.5422 -4.0640
C -1.3603 -0.0522 -2.9998
C -2.0233 -0.7798 -1.9995
C -1.3822 -1.1347 -0.7843
C -0.0820 -0.6639 -0.6271
C 0.6864 -0.1112 -1.6603
C 0.0165 0.2062 -2.8654
Cu 0.0875 1.3137 0.3928
P -0.9746 0.3079 2.4419
H -2.8196 3.1147 -6.2380
H -4.1336 -0.9208 -6.6136
H -3.9672 3.6876 -8.4014
H -5.2825 -0.3375 -8.7797
H 0.5286 0.7572 -3.6672
H -3.0701 -0.9588 -2.1864
H 1.7821 0.0906 -1.6220
H -1.9030 -1.7158 -0.0597
C -0.2680 0.3351 4.1615
C -0.7338 1.4112 5.1541
H 0.8140 0.4395 3.9948
H -0.4191 -0.6681 4.5891
H -0.2379 1.2742 6.1256
H -0.4632 2.4223 4.8212
H -1.8124 1.3961 5.3547
C -1.5664 2.0482 2.0694
C -2.9864 2.1652 1.5155
H -0.8947 2.4945 1.2695
H -1.4008 2.6831 2.9597
H -3.0941 3.1559 1.0544
H -3.1580 1.4221 0.7238
H -3.7653 2.0627 2.2787
C -2.5195 -0.7083 2.6281
C -3.3801 -0.3823 3.8433
H -2.1918 -1.7570 2.6690
H -3.1015 -0.6030 1.7027
H -4.3029 -0.9687 3.8320
H -2.8801 -0.6188 4.7868
H -3.6886 0.6641 3.8779
Br 1.6159 -1.5362 1.0683
P 2.8532 3.4460 0.2911
C 1.4900 3.6054 1.5062
C 1.7905 4.6742 2.5835
H 1.3276 2.5992 1.9477
H 0.5781 3.8597 0.9373
H 0.8564 4.9362 3.1107
H 2.5170 4.2762 3.3242
H 2.2010 5.5778 2.0875
C 3.7717 1.8931 0.6180
C 5.2934 1.9886 0.3623
H 3.3064 1.1107 0.0015
H 3.5738 1.6554 1.6723
H 5.7867 1.1183 0.8240
H 5.5063 1.9753 -0.7207
H 5.6859 2.9196 0.8318
C 2.0785 3.3173 -1.3962
C 1.9766 4.6722 -2.1338
H 1.0947 2.8331 -1.2807
H 2.7269 2.6134 -1.9507
H 1.7355 4.4906 -3.1915
H 1.1665 5.2943 -1.6964
H 2.9381 5.2064 -2.0630
C -0.5388 -4.0040 0.6203
P 1.2285 -3.6216 0.6524
C 1.8446 -3.6449 -1.0513
C 1.9963 -4.8683 1.6267
C 1.7010 -5.0862 2.9926
C 2.1797 -6.2526 3.6073
C 2.9193 -7.1914 2.8670
C 3.1377 -7.0100 1.4856
C 2.6935 -5.8417 0.8826
H -1.0174 -3.4036 -0.1666
H -1.0563 -3.9041 1.5928
H -0.5172 -5.0703 0.3198
H 2.9401 -3.5317 -1.0450
H 1.5345 -4.6236 -1.4479
H 1.3653 -2.8172 -1.5942
H 1.0850 -4.3811 3.5563
H 1.9708 -6.4396 4.6737
H 3.3020 -8.0845 3.3544
H 3.6492 -7.7607 0.8949
H 2.8291 -5.7078 -0.1872
*
```

These are the Löwdin partial charges, in e, on atoms 1 to 2: C -0.0063; C -0.2393


No. 2
Molecular formula: C23H62IN8O9P3Si2
Method: DFT, wB97M-V/def2-TZVPD

Calculated values
**Strongest force on any atom**: 7.8 eV Å⁻¹
**Frontier orbital gap**: 6.92 eV
**HOMO**: -7.8 eV

ORCA input file:
```
! wB97M-V def2-TZVPD RIJCOSX def2/J DEFGRID3
* xyz 0 1
C -1.9436 -6.6135 0.1361
C -1.5556 -5.1886 -0.5268
C -2.4719 -4.8601 -1.7870
N -2.6860 -3.3998 -2.0291
Si -1.0934 -2.6058 -2.2860
C -1.1683 -1.5690 -3.8945
O -0.3854 -2.2914 -4.9317
N 0.8058 -1.5867 -5.0063
O 1.7027 -2.2343 -4.5833
O -0.4792 -1.8017 -0.8976
Si -1.3398 -0.3821 -0.4499
C -0.8818 -0.0639 1.4088
C -0.4170 1.4342 1.7062
C 0.2362 1.4534 3.1926
C 1.7816 1.8574 3.1925
O 2.5831 0.6988 3.5539
C 2.7883 -0.1248 2.3823
C -3.2449 -0.4980 -0.5168
C -3.8901 -1.6390 0.3517
O -3.5188 -2.0375 1.4580
O -4.9958 -2.3137 -0.2283
P -0.7994 1.3879 -1.7249
O 0.9184 1.6243 -1.5475
I -2.0263 3.3875 -0.9704
H -1.4110 -7.4364 -0.4562
H -3.0599 -6.7984 0.1196
H -1.5048 -6.6878 1.1888
H -1.6842 -4.4084 0.3020
H -0.4478 -5.2825 -0.7868
H -1.9196 -5.2638 -2.7105
H -3.4270 -5.4669 -1.6998
H -3.2687 -3.3306 -2.8703
H -0.1604 -3.7229 -2.5589
H -0.7119 -0.5336 -3.8386
H -2.2221 -1.4930 -4.3384
H -1.7314 -0.3002 2.1152
H 0.0113 -0.7351 1.6552
H 0.3816 1.8348 1.0143
H -1.3435 2.1018 1.7631
H -0.3872 2.1215 3.8768
H 0.1613 0.4011 3.5985
H 1.9497 2.6030 4.0446
H 2.1366 2.3614 2.2399
H 2.4185 0.3716 1.4254
H 3.9148 -0.2825 2.2561
H 2.2301 -1.1148 2.4738
H -3.6420 0.4927 -0.0925
H -3.6717 -0.5415 -1.5806
H -5.1993 -3.1016 0.3125
H 1.2792 0.7897 -1.9258
O -4.6445 0.8440 -4.1251
P -5.7075 1.3885 -5.0978
N -4.5812 2.3849 -5.9284
C -4.6630 3.7978 -6.2426
C -3.5867 1.6936 -6.7463
N -6.5111 2.2614 -3.8288
C -6.2574 3.6588 -3.5521
C -6.5489 1.5698 -2.5321
N -6.9729 1.8957 -6.2170
C -6.8557 1.4825 -7.6117
C -8.1939 2.6268 -5.9377
H -5.5995 4.0784 -6.7352
H -3.8627 4.1167 -6.9163
H -4.5292 4.4084 -5.3506
H -4.0034 1.3963 -7.7154
H -3.2283 0.7895 -6.2464
H -2.7026 2.3096 -6.9286
H -5.2210 3.8261 -3.2377
H -6.9148 4.0292 -2.7586
H -6.4882 4.2954 -4.4072
H -5.5980 1.6619 -1.9885
H -6.7768 0.5086 -2.6697
H -7.3477 1.9754 -1.9007
H -6.3028 2.2265 -8.1959
H -7.8255 1.3433 -8.0947
H -6.3341 0.5265 -7.6880
H -8.0304 3.7042 -6.0343
H -8.6029 2.4133 -4.9510
H -8.9982 2.3624 -6.6330
O 6.1927 0.1205 3.6371
P 6.9548 0.5854 4.8932
N 8.3286 -0.3898 4.5520
C 9.0259 -1.3256 5.4115
C 9.1351 0.0101 3.4012
N 5.8425 -0.2204 5.9596
C 6.0848 -1.5410 6.5062
C 4.4389 -0.1852 5.5207
N 7.7800 1.2490 6.3046
C 8.9570 2.0811 6.0783
C 7.4109 1.1485 7.7034
H 9.3026 -0.8993 6.3813
H 9.9582 -1.6805 4.9631
H 8.4377 -2.2285 5.5707
H 9.8119 0.8345 3.6547
H 8.5008 0.3422 2.5748
H 9.7342 -0.8163 3.0102
H 6.1363 -2.3099 5.7264
H 5.2906 -1.8245 7.2047
H 6.9946 -1.5699 7.1078
H 4.2322 -0.9339 4.7448
H 4.1836 0.8027 5.1353
H 3.7631 -0.3683 6.3645
H 9.8696 1.4747 6.0650
H 9.0864 2.8488 6.8448
H 8.8790 2.6082 5.1254
H 7.8729 0.2701 8.1636
H 6.3334 1.1095 7.8584
H 7.7412 2.0210 8.2782
*
```

These are the Löwdin partial charges, in e, on atoms 1 to 2: C -0.1287; C -0.2567


No. 3
Molecular formula: B7F28Zn2
Method: DFT, wB97M-V/def2-TZVPD

Calculated values
**Strongest force on any atom**: 1.7 eV Å⁻¹
**Frontier orbital gap**: 11.52 eV
**HOMO**: -5.1 eV

ORCA input file:
```
! wB97M-V def2-TZVPD RIJCOSX def2/J DEFGRID3
* xyz -3 1
Zn -0.8693 0.3643 3.2358
Zn 0.5855 -0.1251 -2.7781
B 0.4921 2.4973 4.2594
F 0.6328 3.8681 4.0528
F -0.8985 2.1227 4.3323
F 0.9263 1.7385 3.1522
F 1.1377 2.1569 5.4470
B 0.6063 -1.5699 3.9380
F -0.4967 -1.9101 3.1109
F 1.6427 -1.0510 3.2195
F 0.0058 -0.5675 4.8148
F 0.9828 -2.6390 4.7588
B 0.1615 0.6723 0.0122
F -0.2483 0.1195 1.2773
F 0.9486 -0.2824 -0.7242
F -0.9815 0.9214 -0.7488
F 0.9159 1.8099 0.1984
B 0.1770 -3.0432 -2.9158
F 1.5037 -2.6447 -3.1855
F -0.4003 -1.8869 -2.2209
F -0.5089 -3.1932 -4.1182
F 0.1047 -4.1533 -2.1173
B -3.4275 -0.0429 2.6962
F -3.3452 -1.2441 2.0450
F -2.5594 0.9090 2.0725
F -4.7246 0.3335 2.9472
F -2.7424 -0.1019 4.0140
B 2.9225 0.9608 -3.2736
F 1.6752 1.6641 -3.0143
F 2.8058 -0.2032 -2.4795
F 2.8936 0.6424 -4.6301
F 4.0567 1.6760 -2.9594
B -0.8212 0.4658 -4.9000
F -1.0739 0.8083 -3.5416
F -0.5745 1.5481 -5.7331
F 0.3677 -0.3384 -4.8292
F -1.8727 -0.2818 -5.4150
*
```

These are the Löwdin partial charges, in e, on atoms 1 to 2: Zn 0.9467; Zn 0.9785


No. 4
Molecular formula: C38H25AuN5Se
Method: DFT, wB97M-V/def2-TZVPD

Calculated values
**Strongest force on any atom**: 2.3 eV Å⁻¹
**Frontier orbital gap**: 6.38 eV
**HOMO**: -5.1 eV

ORCA input file:
```
! wB97M-V def2-TZVPD RIJCOSX def2/J DEFGRID3
* xyz -1 1
Au -0.0603 0.4011 -0.7101
N 7.5047 0.3588 6.2659
C 6.6402 0.3567 5.5048
C 5.5939 0.3604 4.5723
C 4.6312 -0.6607 4.5724
C 3.6020 -0.6371 3.6640
C 3.5163 0.3735 2.6941
C 4.4933 1.3799 2.6892
C 5.5010 1.3888 3.6218
C 2.4202 0.3772 1.7336
C 2.7685 0.4091 0.3606
C 4.0890 0.3468 -0.1598
C 3.9903 0.3239 -1.5393
C 2.6347 0.3750 -1.8350
N 1.9057 0.4280 -0.7020
C 1.1104 0.3791 2.2845
C 0.7807 0.5582 3.6630
C -0.5951 0.5474 3.7524
C -1.0706 0.4003 2.4443
N -0.0514 0.2831 1.5889
H 4.7060 -1.4620 5.2940
H 2.8530 -1.4174 3.6632
H 4.4109 2.1814 1.9683
H 6.2221 2.1933 3.6422
H 4.9896 0.3113 0.4223
H 4.7915 0.2771 -2.2549
H 2.1484 0.3880 -2.7938
H 1.4818 0.6926 4.4625
H -1.1963 0.6586 4.6347
H -2.0859 0.4000 2.0934
Se -1.5450 4.6727 0.4670
C -0.7105 3.2802 -0.0805
N -0.1315 2.3567 -0.5100
C -0.0060 -1.4795 -1.0537
C 0.0054 -2.6867 -1.0488
C 0.0182 -4.1034 -0.9795
C 0.1916 -4.9120 -2.1026
C 0.1948 -6.2890 -1.9732
C 0.0273 -6.8815 -0.7331
C -0.1445 -6.0839 0.3866
C -0.1494 -4.7086 0.2683
H 0.3237 -4.4557 -3.0734
H 0.3277 -6.9096 -2.8480
H 0.0298 -7.9584 -0.6366
H -0.2770 -6.5392 1.3570
H -0.2826 -4.0847 1.1393
N -1.9588 0.3222 -0.8231
C -2.6926 1.0131 -1.5696
C -2.2146 1.9887 -2.5827
C -1.2038 1.6607 -3.4809
C -0.6909 2.6234 -4.3314
C -1.1571 3.9261 -4.2672
C -2.1848 4.2512 -3.3984
C -2.7237 3.2847 -2.5690
C -4.1539 0.9209 -1.3756
C -5.0340 1.0723 -2.4397
C -6.3984 1.0150 -2.2239
C -6.8940 0.8127 -0.9455
C -6.0169 0.6279 0.1123
C -4.6544 0.6715 -0.1023
H -0.8426 0.6421 -3.5328
H 0.0813 2.3596 -5.0413
H -0.7267 4.6833 -4.9068
H -2.5703 5.2608 -3.3650
H -3.5240 3.5359 -1.8868
H -4.6438 1.2324 -3.4342
H -7.0809 1.1287 -3.0541
H -7.9617 0.7959 -0.7721
H -6.4006 0.4491 1.1062
H -3.9529 0.5325 0.7046
*
```

These are the Löwdin partial charges, in e, on atoms 1 to 2: Au 1.2234; N 0.1499


No. 5
Molecular formula: C5H7ClN2O
Method: DFT, wB97M-V/def2-TZVPD

Calculated values
**Strongest force on any atom**: 3.9 eV Å⁻¹
**Frontier orbital gap (spin up / spin down)**: 8.01 / 5.66 eV
**ΔE to the lowest compared entry with this formula, charge and spin**: 91.5 kcal/mol
**HOMO (spin up / spin down)**: -8.0 / -6.9 eV

ORCA input file:
```
! wB97M-V def2-TZVPD RIJCOSX def2/J DEFGRID3
* xyz 0 1
C -1.8467 1.0481 0.4984
C -1.4207 -0.3058 0.4822
C 0.0052 -0.4876 1.1653
C 0.1335 1.9409 -0.1144
C 0.9779 -0.6215 0.0563
N -0.9531 2.0341 0.4821
N 0.8746 -1.6838 -0.7174
O -1.8887 -1.3436 -0.0212
Cl 2.5494 0.1227 0.2703
H -2.8189 1.2928 0.2878
H 0.3299 0.4350 1.8416
H -0.1450 -1.3401 1.7142
H 0.8748 2.7096 0.0365
H 0.2980 0.9850 -0.7120
H 1.1448 -1.5481 -1.6780
H 0.1104 -2.3139 -0.4580
*
```

These are the Löwdin partial charges, in e, on atoms 1 to 2: C -0.0790; C -0.3974


No. 6
Molecular formula: C4H5NO2S
Method: DFT, wB97M-V/def2-TZVPD

Calculated values
**Strongest force on any atom**: 8.1 eV Å⁻¹
**Frontier orbital gap**: 8.43 eV
**ΔE to the lowest compared entry with this formula, charge and spin**: 89.4 kcal/mol
**HOMO**: -8.7 eV

ORCA input file:
```
! wB97M-V def2-TZVPD RIJCOSX def2/J DEFGRID3
* xyz 0 1
C -2.4790 -0.6576 0.0827
C -1.0207 -0.0437 -0.2684
C 0.7226 1.0074 -0.3012
C 1.0873 -0.3214 -0.4029
H -2.5376 -0.9046 1.1641
H -3.0867 0.1190 -0.1952
H -2.6696 -1.4700 -0.5332
H 2.7160 1.6237 -0.2021
H 3.3595 -0.5778 1.3633
N -0.5099 1.2155 -0.0490
O 1.7537 2.0006 -0.1166
O -0.1395 -0.9655 -0.4324
S 2.8039 -1.0257 -0.1091
*
```

These are the Löwdin partial charges, in e, on atoms 1 to 2: C 0.0593; C -0.2921


No. 7
Molecular formula: CH2FNO3
Method: DFT, wB97M-V/def2-TZVPD

Calculated values
**Strongest force on any atom**: 6.2 eV Å⁻¹
**Frontier orbital gap (spin up / spin down)**: 8.76 / 7.47 eV
**ΔE to the lowest compared entry with this formula, charge and spin**: 90.7 kcal/mol
**HOMO (spin up / spin down)**: -10.2 / -9.3 eV

ORCA input file:
```
! wB97M-V def2-TZVPD RIJCOSX def2/J DEFGRID3
* xyz 0 1
C 1.3648 0.3419 0.7838
N 1.7927 -0.1718 -0.4102
O 0.6364 -0.6806 -0.8936
O 0.5684 0.1389 1.6084
O -1.6297 -0.1716 0.2532
F -2.9125 0.3492 0.4606
H -1.7910 -0.6984 -0.9666
H 1.9709 0.8923 -0.8356
*
```

These are the Löwdin partial charges, in e, on atoms 1 to 2: C -0.1519; N -0.0879


No. 8
Molecular formula: CH3F2O2P
Method: DFT, wB97M-V/def2-TZVPD

Calculated values
**SMILES string**: OP(F)F.C=O
**Strongest force on any atom**: 4.5 eV Å⁻¹
**Frontier orbital gap**: 11.32 eV
**ΔE to the lowest compared entry with this formula, charge and spin**: 50.1 kcal/mol
**HOMO**: -10.8 eV

ORCA input file:
```
! wB97M-V def2-TZVPD RIJCOSX def2/J DEFGRID3
* xyz 0 1
C -0.2547 0.4130 -2.0077
O -0.2433 0.5114 1.7010
O -0.8567 0.8672 -1.1163
F 1.7596 -0.8172 1.0066
F 0.4486 -1.3542 2.7176
P 0.1280 -0.9335 1.2053
H -1.1376 0.8569 1.2664
H -0.2690 0.9602 -3.0037
H 0.4252 -0.5039 -1.7692
*
```

These are the Löwdin partial charges, in e, on atoms 1 to 2: C -0.1696; O -0.2799